Record 1
This record from the OMol25 dataset describes a cluster of 5 separate species, C10H32NO8 in total in a non-equilibrium geometry. The level of theory is ωB97M-V/def2-TZVPD.

Last column: natural (NBO) charge in e.
Cartesian coordinates (Å):
O -0.5784 -0.2520 1.0913  -0.85
H -1.2437 0.4282 0.7939  0.57
H 0.3449 0.1487 1.0510  0.56
H -0.5534 -1.0817 0.4899  0.55
C 1.5879 -3.8455 -1.4585  -0.63
C 1.3946 -2.3796 -1.0557  -0.07
C 2.0444 -1.4190 -2.0231  -0.07
O 1.8324 -0.1160 -1.5177  -0.56
C 2.3478 0.9329 -2.3192  -0.25
N -0.0323 -2.0963 -0.8330  -0.85
H 2.6153 -4.1419 -1.6841  0.23
H 0.9822 -4.1424 -2.3165  0.21
H 1.3334 -4.4545 -0.5881  0.22
H 1.8822 -2.3217 -0.0760  0.19
H 1.5766 -1.4324 -3.0159  0.17
H 3.1103 -1.6655 -2.0590  0.19
H 2.4175 0.5685 -3.3582  0.17
H 3.4352 0.9863 -2.1548  0.17
H 1.7728 1.8354 -2.1842  0.20
H -0.6017 -2.9201 -0.6631  0.38
H -0.3794 -1.7265 -1.7188  0.38
C -3.4404 0.5801 3.0469  -0.09
C -3.0249 1.9959 2.5651  -0.10
O -1.8400 1.9074 1.7528  -0.74
O -4.2291 -0.0812 2.0643  -0.72
H -4.0543 0.8250 3.9200  0.18
H -2.5674 0.0485 3.4095  0.20
H -2.8310 2.5838 3.4669  0.18
H -3.8633 2.5026 2.0838  0.17
H -1.9473 2.6262 1.1147  0.49
H -5.0262 0.4506 1.9681  0.47
C -3.3822 0.4626 -1.8420  -0.09
C -2.2335 0.5769 -2.8106  -0.09
O -1.1789 1.3636 -2.2466  -0.73
O -2.9034 0.2272 -0.5200  -0.76
H -4.1369 -0.2694 -2.1333  0.18
H -3.8792 1.4402 -1.8516  0.16
H -2.5094 1.0062 -3.7759  0.19
H -1.8207 -0.3862 -3.1323  0.15
H -0.8619 1.9521 -2.9367  0.48
H -3.6784 0.2574 0.0579  0.50
C 3.2780 0.8107 1.1727  -0.07
C 4.0297 0.7688 2.4994  -0.10
O 3.2811 1.5662 3.3954  -0.74
O 1.8799 0.6414 1.4073  -0.77
H 3.6190 0.0553 0.4643  0.19
H 3.4339 1.7683 0.6623  0.18
H 5.0543 1.1291 2.3736  0.19
H 4.0941 -0.2712 2.8423  0.17
H 3.6951 1.5850 4.2625  0.49
H 1.7547 0.9720 2.3192  0.51

The calculation puts the HOMO-LUMO gap at 10.6 eV. Its total charge is +1. The HOMO energy comes out at -12.49 eV.

Record 2
This record from the OMol25 dataset describes a cluster of 2 separate species, C3H7O3PS in total in a non-equilibrium geometry. The level of theory is ωB97M-V/def2-TZVPD.

Last column: natural (NBO) charge in e.
Cartesian coordinates (Å):
C 1.1819 -0.3185 0.0282  -0.61
C 0.0180 0.6365 -0.3719  -0.49
C -1.1968 0.2482 0.5424  -0.46
O -2.8966 1.6388 -1.1479  -1.20
O -3.3392 -0.7542 -0.6202  -1.08
O -3.7066 0.9982 1.2933  -1.20
P -2.8790 0.6458 0.0133  2.29
S -1.0850 -2.7415 0.0183  -1.01
H 1.1670 -1.1949 -0.5176  0.24
H 1.2586 -0.6788 0.9761  0.21
H 2.1108 0.1058 -0.3136  0.15
H 0.2022 1.7244 -0.1442  0.19
H -0.3916 0.7568 -1.4408  0.25
H -1.1675 0.3383 1.6796  0.20
H -2.7917 -1.5045 -0.3410  0.52

The calculation puts the HOMO-LUMO gap (alpha / beta) at 6.0 / 6.0 eV. Its total charge is -2. The HOMO energy (alpha / beta) comes out at -0.03 / 0.00 eV.

ΔE to the lowest compared entry with this formula, charge and spin, record by record: 13.0, 67.6 kcal/mol
M, record by record: 294.36, 154.13 g/mol